No. 1
This record from the Open Molecules 2025 dataset describes a cluster of 2 separate species, C9H14O in total in a non-equilibrium geometry. The level of theory is wB97M-V/def2-TZVPD.

Geometry as XYZ:
```
24
Properties=species:S:1:pos:R:3:forces:R:3
C -0.32710 1.65289 -2.08543 -0.29 -0.15 0.01
C 0.39201 1.32662 -0.80347 -0.13 -0.62 -0.44
C 1.60348 0.64729 -0.83900 1.15 0.50 0.04
C 2.30831 0.31146 0.30857 -0.92 -0.95 0.00
C 1.69017 0.48768 1.54335 0.83 1.37 0.08
O 2.46588 0.30760 2.66029 0.27 -0.63 0.63
C 0.40298 0.99019 1.59661 -0.24 -0.05 -0.23
C -0.23037 1.41367 0.43263 -0.10 -0.67 0.42
H -0.86820 2.59615 -2.03913 -0.04 0.02 0.08
H -1.04701 0.85775 -2.29558 -0.17 0.09 -0.01
H 0.31786 1.68235 -2.95876 0.32 0.08 0.09
H 2.14795 0.45484 -1.75941 -0.45 0.11 -0.23
H 3.21187 -0.28409 0.22591 0.18 0.47 0.18
H 2.44088 1.03651 3.30072 -0.46 -0.29 -0.58
H -0.17044 0.96019 2.51249 0.19 0.20 0.23
H -1.29731 1.56552 0.52708 -0.02 0.70 -0.26
C -1.30631 -2.65996 -0.22097 -0.53 -0.62 0.17
C -1.95441 -1.31458 0.04867 0.18 -0.09 1.31
H -1.75345 -3.15597 -1.08712 0.63 0.28 -0.40
H -0.22363 -2.59587 -0.20258 0.16 0.05 -0.71
H -1.50804 -3.40617 0.54972 -0.25 0.32 0.47
H -3.00238 -1.41933 0.33001 -0.20 0.07 -0.58
H -1.77721 -0.55038 -0.70354 -0.27 -0.26 -0.29
H -1.51555 -0.90435 0.95894 0.16 0.05 0.02
```
Forces are in eV/Å.

Properties
Frontier orbital gap   0.347 hartree
LUMO energy   0.88 eV
Charge   0
HOMO   -8.58 eV

Atom charges from the Löwdin analysis, given in e for atoms 1 to 2: C -0.05; C -0.29

=====

No. 2
This record from the Open Molecules 2025 dataset describes a cluster of 2 separate species, C4H12 in total in a non-equilibrium geometry. The level of theory is wB97M-V/def2-TZVPD.

Geometry as XYZ:
```
16
Properties=species:S:1:pos:R:3:forces:R:3
C 0.76203 -0.34879 2.18054 -0.42 -0.43 -1.19
C 0.24538 -1.78516 2.04548 0.30 -0.94 3.15
H 1.29008 -0.25010 3.11704 -0.24 0.68 0.22
H 1.45301 -0.17990 1.37150 1.10 -0.47 -0.14
H 0.10642 0.44710 1.85334 -0.91 0.24 1.05
H 0.10173 -2.11039 1.04686 0.35 -0.49 -0.90
H -0.65426 -2.15828 2.61218 0.24 1.34 -0.51
H 0.99400 -2.36540 2.68176 -0.43 0.07 -1.70
C -0.26143 1.22638 -1.38056 -2.75 -0.84 -0.01
C -0.69820 0.95389 -2.82434 -3.24 -1.22 -1.98
H -0.47138 0.29317 -0.83194 0.61 0.46 0.21
H 0.70169 1.61748 -1.18985 1.12 0.12 -0.16
H -0.99790 1.95223 -0.98959 0.52 -0.22 0.12
H -1.64252 1.60346 -3.11878 2.27 -0.77 0.38
H -1.21912 -0.10674 -3.06249 1.42 1.94 1.21
H 0.05154 0.97946 -3.61679 0.06 0.52 0.23
```
Forces are in eV/Å.

Properties
Frontier orbital gap   0.445 hartree
LUMO energy   1.08 eV
Charge   0
HOMO   -11.04 eV

Atom charges from the Löwdin analysis, given in e for atoms 1 to 2: C -0.18; C -0.18